[1]
The following is a quantum chemistry calculation of C44H64F4N3P2Sc as an isolated structure, from the Open Molecules 2025 dataset.

Properties
Highest occupied orbital energy: -7.16 eV
Relative energy (zero: lowest compared OMol25 entry of this formula, charge and spin): 1.8 kcal/mol
E_LUMO: 0.644 eV

CARTESIAN COORDINATES (ANGSTROEM)
Sc -0.2386 -0.1017 0.4577
C 1.3516 2.5457 -2.9321
C 0.5860 1.7762 -3.9957
N -0.6178 1.1145 -3.4983
C -1.2298 0.3070 -4.5522
C -2.3009 -0.6406 -4.0243
C -1.5949 2.0577 -2.9560
C -1.6855 2.0963 -1.4322
N -1.8784 0.8126 -0.7613
C -3.1387 0.3986 -0.5435
C -3.3262 -0.6829 0.3428
F -2.1604 -1.1960 0.8711
C -4.5166 -1.2621 0.6814
F -4.5239 -2.3011 1.5294
C -5.6970 -0.7790 0.1536
C -5.5739 0.2748 -0.7346
F -6.6834 0.7617 -1.3064
C -4.3667 0.8457 -1.0879
F -4.4006 1.8077 -2.0360
H 2.2857 2.9271 -3.3486
H 1.5932 1.9135 -2.0735
H 0.7851 3.4002 -2.5567
H 1.2332 1.0011 -4.4129
H 0.3378 2.4607 -4.8268
H -0.4384 -0.2698 -5.0305
H -1.6539 0.9470 -5.3448
H -1.9379 -1.1440 -3.1262
H -2.5581 -1.3904 -4.7759
H -3.2188 -0.1157 -3.7540
H -2.5783 1.8356 -3.3677
H -1.3564 3.0779 -3.2933
H -2.4998 2.7856 -1.1890
H -0.7872 2.5459 -1.0203
H -6.6567 -1.2037 0.4062
C -0.4456 2.0016 4.5453
C -0.9964 0.5775 4.6982
C -0.9525 0.1316 6.1613
P -0.2987 -0.5902 3.4132
C -0.6421 -2.2495 4.1651
C -2.1481 -2.5173 4.1234
C 0.1286 -3.3696 3.4744
C 1.5184 -0.4044 3.4158
C 2.2765 0.1136 4.4674
C 3.6096 0.4634 4.3124
C 4.4134 1.0034 5.4660
C 4.1824 0.3131 3.0497
C 3.4595 -0.2243 2.0021
C 2.1376 -0.6313 2.1795
N 1.4270 -1.2633 1.1179
C 1.8354 -2.5630 0.8295
C 2.8405 -3.2536 1.5331
C 3.1354 -4.5784 1.2593
C 2.4714 -5.3015 0.2760
C 2.7924 -6.7457 -0.0102
C 1.5039 -4.6194 -0.4472
C 1.1861 -3.2880 -0.1969
P 0.0439 -2.3348 -1.2099
C 0.9939 -2.1246 -2.7872
C 2.2353 -1.2925 -2.4356
C 1.4295 -3.3751 -3.5480
C -1.5183 -3.3202 -1.4586
C -1.8516 -4.1181 -0.1942
C -1.6219 -4.2007 -2.6997
H -1.1294 2.7107 5.0206
H -0.3263 2.2747 3.4966
H 0.5249 2.1087 5.0291
H -2.0485 0.6184 4.3984
H 0.0635 -0.0950 6.4945
H -1.5691 -0.7458 6.3551
H -1.3284 0.9425 6.7906
H -0.3077 -2.2058 5.2031
H -2.4955 -2.6003 3.0904
H -2.7323 -1.7310 4.6052
H -2.3763 -3.4593 4.6279
H -0.1166 -3.4383 2.4110
H -0.1218 -4.3282 3.9374
H 1.2065 -3.2258 3.5528
H 1.8164 0.2635 5.4368
H 3.7672 1.2943 6.2954
H 4.9939 1.8780 5.1669
H 5.1176 0.2559 5.8394
H 5.2109 0.6199 2.8898
H 3.9141 -0.3559 1.0267
H 3.3819 -2.7597 2.3263
H 3.9094 -5.0680 1.8433
H 3.4926 -7.1431 0.7251
H 3.2447 -6.8681 -0.9975
H 1.8939 -7.3665 0.0165
H 0.9723 -5.1465 -1.2354
H 0.3474 -1.5186 -3.4147
H 2.9526 -1.8999 -1.8777
H 1.9962 -0.4163 -1.8270
H 2.7234 -0.9469 -3.3506
H 2.0406 -4.0213 -2.9132
H 2.0511 -3.0746 -4.3967
H 0.5967 -3.9560 -3.9384
H -2.2772 -2.5373 -1.5518
H -1.2338 -5.0136 -0.1188
H -2.8999 -4.4257 -0.2224
H -1.7012 -3.5357 0.7152
H -0.8961 -5.0165 -2.6782
H -1.4762 -3.6310 -3.6187
H -2.6188 -4.6464 -2.7403
C 0.1733 5.3354 0.3034
C -0.0564 4.5406 1.5993
C 0.9544 4.9867 2.6623
C -1.4852 4.7886 2.1020
C 0.1199 3.1082 1.3192
C 0.2808 1.9231 1.0851
H 0.1042 6.4085 0.5042
H -0.5767 5.0767 -0.4479
H 1.1616 5.1218 -0.1082
H 0.8140 6.0475 2.8886
H 1.9755 4.8368 2.3071
H 0.8273 4.4143 3.5849
H -1.6372 5.8561 2.2861
H -1.6705 4.2470 3.0326
H -2.2151 4.4557 1.3613

These are the Mulliken partial charges, in e, on atoms 1 to 6:
1 Sc -2.0043
2 C -0.9985
3 C -0.8126
4 N 1.1114
5 C -1.3229
6 C -0.8960


[2]
The following is a quantum chemistry calculation of a 5-piece molecular cluster, C2H13NO4 overall, from the Open Molecules 2025 dataset.

Properties
Highest occupied orbital energy: -8.49 eV
Relative energy (zero: lowest compared OMol25 entry of this formula, charge and spin): 96.6 kcal/mol
E_LUMO: -1.040 eV

CARTESIAN COORDINATES (ANGSTROEM)
C 2.2227 -0.8718 -2.2269
N 1.6163 0.1708 -1.6989
C 0.1975 -0.0533 -1.5685
H 2.1804 -1.0378 -3.3135
H 2.5474 -1.6914 -1.6275
H -0.1767 -0.4419 -2.5078
H 0.1387 -0.7099 -0.7570
H -0.3287 0.8812 -1.4108
O -2.5327 0.2640 1.1161
H -1.7232 0.9234 1.2503
H -2.8320 0.1990 2.0369
O -0.5116 2.0905 2.5559
H 0.2522 2.0360 1.9549
H -0.4216 1.4032 3.2348
O -2.3503 -3.0230 0.5845
H -2.3166 -2.5585 -0.2817
H -2.8408 -2.3759 1.2236
O 2.0505 1.8194 0.6931
H 2.9350 1.5900 0.9382
H 1.8937 1.3857 -0.1956

These are the Mulliken partial charges, in e, on atoms 1 to 6:
1 C -0.3564
2 N -0.4333
3 C -0.8560
4 H 0.3083
5 H 0.2949
6 H 0.4125